Computed, not measured: a structure of composition CH4Cl2N3S at a distorted geometry, with ωB97M-V/def2-TZVPD.

Values from the calculation:
LUMO   -5.136 eV
DFT total energy   -1522.9376 a.u.
HOMO-LUMO gap   9.2130 eV
Energy relative to the best compared isomer or geometry (same formula, charge and spin)   83.5 kJ/mol
Largest force on an atom   3.4 eV Å⁻¹
Charge   +1

Each line ends with the Löwdin charge.
Positions of all 11 atoms, in Å:
C: -0.948 0.574 -0.231  -0.781
N: -1.020 -0.855 0.489  0.184
N: 0.415 0.791 -0.497  -0.132
N: 1.330 -0.151 -0.030  -0.963
S: -2.300 1.292 -0.746  0.829
Cl: 2.562 0.523 1.162  0.545
Cl: 2.345 -0.736 -1.275  0.650
H: -1.177 -0.599 1.462  0.151
H: -1.928 -1.378 0.247  0.201
H: 0.768 1.698 -1.044  0.224
H: -0.048 -1.159 0.460  0.091

Cartesian forces (eV/Å) of the 3 atoms listed first:
0.398 -1.232 -1.179
-2.524 2.324 0.321
-0.090 1.946 -0.596

---

Computed, not measured: a cluster of 3 separate species, CH4ClN in total at a distorted geometry, with ωB97M-V/def2-TZVPD.

Values from the calculation:
LUMO   0.880 eV
DFT total energy   -555.3043 a.u.
HOMO-LUMO gap   9.6192 eV
Energy relative to the best compared isomer or geometry (same formula, charge and spin)   362.9 kJ/mol
Largest force on an atom   4.7 eV Å⁻¹

Each line ends with the Löwdin charge.
Positions of all 7 atoms, in Å:
C: 0.801 0.057 -0.086  -0.709
N: 0.142 1.114 0.147  -0.047
Cl: 2.501 0.201 0.115  0.533
H: -1.792 -2.574 -0.162  0.030
H: -1.316 -1.658 -0.370  -0.022
H: 0.543 1.973 0.483  0.086
H: -0.880 0.887 -0.126  0.128

Cartesian forces (eV/Å) of the 3 atoms listed first:
0.787 -2.699 -0.896
-3.107 -0.159 -0.628
0.531 0.453 0.338

---

Computed, not measured: the molecule CH4ClN2P at a distorted geometry, with ωB97M-V/def2-TZVPD.

Values from the calculation:
LUMO (spin up / spin down)   -1.697 / -0.796 eV
SMILES string   C/N=N/PCl
DFT total energy   -951.3906 a.u.
HOMO-LUMO gap (spin up / spin down)   7.4732 / 8.3820 eV
Energy relative to the best compared isomer or geometry (same formula, charge and spin)   278.1 kJ/mol
Largest force on an atom   7.5 eV Å⁻¹

Each line ends with the Löwdin charge.
Positions of all 9 atoms, in Å:
C: 0.682 -0.183 0.494  -0.241
N: -0.424 0.597 0.736  -0.006
N: -1.789 0.063 -0.187  -0.340
P: -3.141 0.930 0.025  0.304
Cl: -4.416 -0.646 0.020  0.110
H: 0.485 -1.193 0.119  0.077
H: 1.243 -0.205 1.439  0.087
H: 1.333 0.339 -0.228  0.093
H: -3.288 1.212 -1.362  -0.085

Cartesian forces (eV/Å) of the 3 atoms listed first:
1.057 -1.073 -0.621
-6.065 0.341 -2.163
7.123 -0.748 2.237

---

Computed, not measured: a cluster of 2 separate species, CH4ClNO in total at a distorted geometry, with ωB97M-V/def2-TZVPD.

Values from the calculation:
LUMO (spin up / spin down)   -1.080 / -2.057 eV
DFT total energy   -630.5234 a.u.
HOMO-LUMO gap (spin up / spin down)   9.4504 / 8.3652 eV
Energy relative to the best compared isomer or geometry (same formula, charge and spin)   490.0 kJ/mol
Largest force on an atom   3.0 eV Å⁻¹

Each line ends with the Löwdin charge.
Positions of all 8 atoms, in Å:
C: 0.358 -0.515 -1.120  -0.692
N: -0.110 0.329 1.494  0.172
O: -0.009 0.630 -0.728  -0.070
Cl: 2.157 -0.466 -1.769  0.384
H: -0.151 -0.648 -2.137  0.114
H: 0.216 -1.383 -0.414  0.109
H: 0.857 0.395 1.643  -0.015
H: -0.344 1.176 1.961  -0.002

Cartesian forces (eV/Å) of the 3 atoms listed first:
0.680 -1.830 -2.264
-1.205 -0.989 -0.732
-1.064 1.864 1.915

---

Computed, not measured: a cluster of 2 separate species, CH4ClNOS in total at a distorted geometry, with ωB97M-V/def2-TZVPD.

Values from the calculation:
LUMO (spin up / spin down)   0.591 / -0.894 eV
DFT total energy   -1028.7450 a.u.
⟨S²⟩   2.01
HOMO-LUMO gap (spin up / spin down)   8.2795 / 9.3253 eV
Energy relative to the best compared isomer or geometry (same formula, charge and spin)   9.0 kJ/mol
Largest force on an atom   2.8 eV Å⁻¹
Spin multiplicity   3

Each line ends with the Löwdin spin population.
Positions of all 9 atoms, in Å:
C: 1.396 0.316 -1.445  0.712
N: -1.668 0.221 1.338  0.143
O: -0.193 -1.872 0.858  0.347
S: -1.138 -0.951 0.133  0.505
Cl: 2.178 -0.744 -0.450  0.217
H: 0.978 1.202 -1.012  0.039
H: 1.643 0.382 -2.539  0.034
H: -1.103 0.403 2.219  0.004
H: -2.093 1.042 0.897  0.000

Cartesian forces (eV/Å) of the 3 atoms listed first:
0.147 1.106 -2.284
0.619 -0.438 -0.116
-1.348 0.839 -0.804

---

Computed, not measured: a cluster of 2 separate species, CH4ClO3P in total at a distorted geometry, with ωB97M-V/def2-TZVPD.

Values from the calculation:
LUMO   -0.779 eV
SMILES string   O=POCl.CO
DFT total energy   -1067.7039 a.u.
HOMO-LUMO gap   9.8705 eV
Energy relative to the best compared isomer or geometry (same formula, charge and spin)   162.5 kJ/mol
Largest force on an atom   2.6 eV Å⁻¹

Each line ends with the Löwdin charge.
Positions of all 10 atoms, in Å:
C: 0.544 -2.427 -0.917  -0.132
O: -2.079 2.523 -0.309  -0.419
O: 0.574 -1.625 0.295  -0.135
O: -0.452 3.704 1.056  -0.930
P: -1.517 2.415 1.001  0.776
Cl: 0.596 4.064 2.313  0.579
H: 1.274 -3.251 -0.754  0.088
H: 0.962 -1.938 -1.767  0.058
H: -0.432 -2.791 -1.176  0.065
H: 0.530 -0.674 0.257  0.049

Cartesian forces (eV/Å) of the 3 atoms listed first:
1.481 0.332 1.201
-0.981 -0.009 -1.925
-0.082 -1.475 0.062

---

Computed, not measured: a cluster of 2 separate species, CH4ClOP in total at a distorted geometry, with ωB97M-V/def2-TZVPD.

Values from the calculation:
LUMO (spin up / spin down)   -0.413 / 0.152 eV
DFT total energy   -917.2241 a.u.
HOMO-LUMO gap (spin up / spin down)   8.1408 / 8.0567 eV
Energy relative to the best compared isomer or geometry (same formula, charge and spin)   284.8 kJ/mol
Largest force on an atom   1.2 eV Å⁻¹

Each line ends with the Löwdin charge.
Positions of all 8 atoms, in Å:
C: 1.576 0.357 0.525  -0.001
O: -1.822 -0.614 0.365  -0.481
P: -1.182 0.540 -0.584  0.421
Cl: -0.899 -0.507 -2.289  0.099
H: 2.079 0.921 -0.232  -0.026
H: 1.594 -0.713 0.466  -0.024
H: 1.418 0.803 1.487  -0.025
H: -2.764 -0.787 0.261  0.037

Cartesian forces (eV/Å) of the 3 atoms listed first:
-1.052 -0.051 -0.344
0.072 -0.087 0.366
0.723 0.378 0.896

---

Computed, not measured: the molecule CH4ClP at a distorted geometry, with ωB97M-V/def2-TZVPD.

Values from the calculation:
LUMO   0.793 eV
SMILES string   PCCl
DFT total energy   -841.9896 a.u.
HOMO-LUMO gap   10.7616 eV
Energy relative to the best compared isomer or geometry (same formula, charge and spin)   93.9 kJ/mol
Largest force on an atom   4.5 eV Å⁻¹

Each line ends with the Löwdin charge.
Positions of all 7 atoms, in Å:
C: 0.195 -0.282 0.539  -0.882
P: -1.029 0.637 -0.530  0.716
Cl: 1.606 0.911 0.860  0.337
H: -0.122 -0.615 1.636  0.061
H: 0.698 -1.224 0.136  0.032
H: -0.233 1.225 -1.375  -0.191
H: -1.114 -0.652 -1.266  -0.073

Cartesian forces (eV/Å) of the 3 atoms listed first:
1.875 -0.832 2.379
-2.261 -3.468 1.879
-0.704 -0.729 -0.052